2 unconnected molecules or ions with the total composition C4H12N2O, computed with ωB97M-V with the def2-TZVPD basis set.

Last column: Mulliken charge in e.
Cartesian coordinates (Å):
C (0.6916, -2.2782, 0.2177)  -0.3854
O (1.7674, -1.3694, 0.4787)  -0.5004
C (-0.5685, -1.4686, 0.3048)  0.0161
C (-1.2497, -1.1716, -0.7942)  -0.9297
H (0.7152, -3.0659, 0.9807)  0.2563
H (0.8037, -2.7564, -0.7556)  0.3506
H (2.5973, -1.8173, 0.2777)  0.2767
H (-0.8093, -1.0563, 1.2758)  0.3727
H (-2.0392, -0.4399, -0.8753)  0.3924
H (-1.0007, -1.7063, -1.7030)  0.1947
N (0.4515, 1.7215, 0.9204)  -0.4951
C (-0.7701, 2.0551, 0.2041)  -0.4873
N (-0.7335, 2.1058, -1.2570)  -0.5893
H (0.9175, 0.8890, 0.5721)  0.1438
H (1.1055, 2.4947, 0.8645)  0.2228
H (-1.5357, 1.3366, 0.4945)  0.2590
H (-1.0845, 3.0174, 0.6084)  0.4061
H (-0.1266, 2.8888, -1.5005)  0.2555
H (-0.2340, 1.2867, -1.5937)  0.2404

Atomic forces in eV per Å
-0.0459 -0.2423 0.6917
0.1597 -0.0117 -0.2402
0.1603 0.0551 -0.4922
0.0710 -0.3048 -0.0194
-0.1001 -0.0174 -0.0377
-0.1065 0.1074 -0.1622
-0.0931 0.0750 0.1013
0.0516 0.2134 0.0193
-0.2607 -0.1413 0.2761
0.1291 0.2330 -0.2086
0.1521 0.2203 -0.0473
0.0225 -0.3514 0.3900
0.5015 0.4709 0.1750
-0.1417 -0.0201 -0.0001
0.0446 -0.1278 0.0207
-0.0149 -0.0618 -0.0075
-0.1713 0.0789 -0.2803
-0.1949 -0.0945 -0.1982
-0.1632 -0.0807 0.0197

Calculated values
Structure (SMILES): C=CCO.NCN
Relative energy (zero: lowest compared OMol25 entry of this formula, charge and spin) (kcal per mole): 48.2
HOMO level (eV): -8.797
Frontier orbital gap (eV): 9.59
LUMO (eV): 0.79
DFT total energy (eV): -9369.104